[1]
DFT (ωB97M-V/def2-TZVPD) results for C45H49MoN3O4S2SeTe as an isolated structure.

Element x y z (Å)
Mo -1.956 0.520 1.313
N -3.755 -0.957 1.955
C -3.975 -1.131 3.362
C -3.154 -1.994 4.078
C -3.323 -2.129 5.446
C -4.322 -1.423 6.096
C -5.148 -0.575 5.378
C -4.976 -0.422 4.013
H -3.490 -1.854 1.542
H -4.623 -0.646 1.520
H -2.402 -2.576 3.557
H -2.674 -2.790 6.001
H -4.463 -1.544 7.158
H -5.930 -0.029 5.881
H -5.617 0.250 3.457
C 0.385 -2.490 -6.890
C 0.295 -1.806 -5.563
C 0.833 -2.371 -4.417
C 0.802 -1.711 -3.192
C 1.424 -2.360 -1.997
C 0.211 -0.455 -3.113
Te 0.373 1.004 -1.479
N -0.303 1.362 0.529
C -0.251 2.694 0.564
O -1.173 3.359 1.043
C 0.928 3.364 -0.051
C 2.212 3.182 0.455
C 3.264 3.913 -0.075
C 3.049 4.795 -1.120
C 1.771 4.954 -1.643
C 0.709 4.259 -1.100
C 2.434 0.508 -1.144
C 3.265 0.873 -2.208
C 2.746 1.533 -3.445
C 4.625 0.610 -2.129
C 5.189 -0.001 -1.021
C 6.659 -0.262 -0.953
C 4.353 -0.341 0.034
C 2.988 -0.091 -0.009
C 2.148 -0.503 1.162
C -0.371 0.120 -4.249
C -1.022 1.470 -4.213
C -0.312 -0.562 -5.453
H 0.622 -3.543 -6.769
H 1.172 -2.033 -7.491
H -0.544 -2.395 -7.449
H 1.311 -3.338 -4.478
H 1.141 -3.409 -1.943
H 1.099 -1.854 -1.088
H 2.510 -2.305 -2.059
H 2.381 2.519 1.291
H 4.251 3.793 0.345
H 3.867 5.372 -1.525
H 1.597 5.637 -2.463
H -0.299 4.400 -1.467
H 1.837 2.096 -3.221
H 2.513 0.784 -4.201
H 3.492 2.211 -3.855
H 5.254 0.893 -2.959
H 7.116 -0.172 -1.935
H 6.858 -1.255 -0.557
H 7.134 0.459 -0.290
H 4.776 -0.808 0.912
H 2.727 -0.458 2.083
H 1.794 -1.527 1.029
H 1.285 0.154 1.271
H -1.654 1.575 -3.331
H -1.631 1.616 -5.103
H -0.263 2.259 -4.194
H -0.737 -0.104 -6.334
O 0.893 -6.031 3.208
C -0.054 -6.082 2.260
O -0.608 -7.107 1.989
C -0.374 -4.792 1.567
C -0.315 -3.560 2.216
C -0.678 -2.409 1.544
C -1.100 -2.469 0.219
S -1.585 -0.970 -0.589
C -1.171 -3.700 -0.431
C -0.818 -4.849 0.246
H 1.333 -5.174 3.275
H -0.025 -3.491 3.256
H -0.635 -1.423 2.036
H -1.523 -3.741 -1.450
H -0.889 -5.814 -0.230
Se -2.912 2.073 3.150
C -1.088 1.992 3.637
C -0.521 0.740 3.910
C 0.837 0.690 4.198
N 1.603 1.763 4.277
C 1.043 2.949 4.086
C -0.287 3.126 3.743
H -1.164 -0.139 3.998
H 1.334 -0.254 4.387
H 1.697 3.802 4.221
H -0.693 4.105 3.537
C -3.836 3.480 0.087
S -2.999 1.912 -0.254
C -4.417 1.034 -1.001
O -2.108 2.115 -1.397
H -4.382 3.772 -0.802
H -3.076 4.212 0.340
H -4.490 3.325 0.941
H -5.270 1.091 -0.335
H -4.124 0.003 -1.191
H -4.632 1.518 -1.947

Summary:
HOMO energy (spin up / spin down) = -9.9 / -9.8 eV
M = 1062.54 Da
Energy above the lowest of the compared OMol25 structures with the same formula, charge and spin = 3.805 eV
Frontier orbital gap (spin up / spin down) = 5.54 / 5.62 eV
Total energy = -156278.5833 eV
Total charge = +1
Spin multiplicity = 2
Lowest unoccupied orbital energy (spin up / spin down) = -4.3650 / -4.1421 eV

---

[2]
DFT (ωB97M-V/def2-TZVPD) results for C45H50Br4ClN2O10PRuSTe as an isolated structure.

Element x y z (Å)
Ru 2.370 -0.707 2.413
Br 0.838 4.268 6.900
C 1.736 2.945 5.875
C 3.083 2.620 6.143
Br 3.883 2.813 7.900
C 3.786 1.984 5.138
Br 5.639 2.037 4.966
C 3.071 1.378 4.061
O 3.726 0.651 3.162
C 1.630 1.336 4.048
O 0.984 0.476 3.275
C 0.935 2.305 4.886
Br -0.922 2.279 4.854
Cl 1.802 -2.678 5.217
C 2.943 -1.877 4.055
H 3.520 -2.729 3.728
H 3.551 -1.275 4.768
C -6.764 -0.114 -5.360
C -5.645 -0.258 -4.410
C -4.424 -0.860 -4.732
C -3.530 -1.350 -3.766
C -2.220 -1.897 -4.196
C -3.824 -1.096 -2.383
Te -2.493 -1.727 -0.848
N 1.273 -1.817 1.644
C 0.318 -2.679 1.127
O -0.878 -2.432 1.223
C 0.806 -3.947 0.475
C 1.948 -3.948 -0.397
C 2.226 -5.097 -1.186
C 1.383 -6.203 -1.035
C 0.369 -6.297 -0.140
C -0.023 -5.099 0.545
C -3.989 -3.062 0.209
C -4.591 -4.192 -0.465
C -4.348 -4.396 -1.958
C -5.484 -5.033 0.240
C -5.884 -4.784 1.597
C -6.718 -5.844 2.226
C -5.407 -3.630 2.185
C -4.355 -2.830 1.562
C -3.771 -1.660 2.368
C -4.954 -0.267 -2.018
C -5.202 0.209 -0.614
C -5.800 0.139 -3.064
H -7.433 -0.982 -5.326
H -6.403 -0.003 -6.392
H -7.314 0.747 -5.103
H -4.246 -1.075 -5.789
H -2.170 -1.829 -5.289
H -2.122 -2.940 -3.924
H -1.317 -1.349 -3.828
H 2.611 -3.107 -0.434
H 3.054 -5.161 -1.896
H 1.637 -7.122 -1.592
H -0.199 -7.231 -0.042
H -0.911 -5.071 1.203
H -3.288 -4.647 -2.254
H -4.567 -3.455 -2.525
H -4.998 -5.143 -2.391
H -5.905 -5.914 -0.174
H -6.850 -5.599 3.287
H -6.240 -6.896 2.054
H -7.739 -5.817 1.780
H -5.651 -3.415 3.222
H -2.756 -1.416 2.107
H -3.861 -1.890 3.459
H -4.427 -0.815 2.175
H -4.365 0.852 -0.273
H -5.291 -0.656 0.100
H -6.146 0.784 -0.664
H -6.654 0.735 -2.793
C 1.724 5.926 1.746
O 1.161 5.567 0.475
P 0.712 4.070 0.083
O 0.649 4.236 -1.540
C -0.146 3.353 -2.318
O -0.961 4.051 0.214
C -1.691 3.675 1.390
H 2.652 6.474 1.536
H 1.986 4.998 2.287
H 1.031 6.523 2.313
H 0.420 2.501 -2.820
H -0.590 3.983 -3.118
H -0.940 2.818 -1.800
H -2.768 3.669 1.113
H -1.587 4.435 2.184
H -1.312 2.736 1.752
C 3.809 6.463 -2.448
C 4.671 5.345 -1.912
C 4.863 4.153 -2.651
C 5.618 3.097 -2.151
C 6.326 3.224 -1.000
C 6.165 4.372 -0.206
C 5.347 5.415 -0.653
S 7.139 1.737 -0.301
O 7.694 2.092 0.962
O 8.043 1.214 -1.336
N 6.078 0.532 -0.016
C 5.541 -0.399 -0.986
C 4.060 -0.050 -1.374
C 3.326 0.076 -0.078
O 2.430 0.901 0.211
O 3.715 -0.792 0.842
H 3.642 7.236 -1.730
H 2.855 6.135 -2.730
H 4.270 6.990 -3.305
H 4.353 4.091 -3.611
H 5.823 2.265 -2.829
H 6.712 4.322 0.712
H 5.274 6.394 -0.152
H 5.541 0.668 0.873
H 5.562 -1.386 -0.626
H 6.144 -0.322 -1.904
H 3.647 -0.880 -2.032
H 3.970 0.859 -1.979

Summary:
HOMO energy (spin up / spin down) = -2.5 / -5.4 eV
M = 1425.68 Da
Energy above the lowest of the compared OMol25 structures with the same formula, charge and spin = 2.410 eV
Frontier orbital gap (spin up / spin down) = 3.88 / 5.21 eV
Total energy = -393618.4417 eV
Total charge = -1
Spin multiplicity = 6
Lowest unoccupied orbital energy (spin up / spin down) = 1.3823 / -0.1817 eV